# 1
{
  "formula": "C5H15NO",
  "method": "wB97M-V/def2-TZVPD",
  "smiles": "CC(C)[C@H](C)N.O",
  "total_charge": 0,
  "lumo_energy_ev": 0.8,
  "de_lowest_kcal_mol": 48.7,
  "gap_ha": 0.372,
  "species": ["H", "H", "H", "H", "H", "N", "C", "C", "H", "C", "H", "C", "H", "H", "H", "H", "C", "H", "O", "H", "H", "H"],
  "positions_angstrom": [[-1.67, -0.45, -2.35], [1.59, -1.05, 1.68], [-0.18, 2.54, -0.39], [-0.74, 1.91, 1.12], [0.17, -3.18, -0.90], [-1.61, -0.77, 0.66], [-1.11, 0.18, -1.63], [1.32, 0.10, 1.53], [-1.57, -0.97, 1.63], [-0.48, -0.38, -0.23], [2.25, 0.77, 1.61], [0.19, 1.96, 0.52], [-1.61, 1.16, -1.44], [-0.16, 0.42, -2.18], [1.39, 0.50, -0.51], [0.00, -1.27, -0.44], [0.63, 0.56, 0.26], [0.93, 2.69, 0.93], [0.74, -2.81, -1.73], [0.77, 0.27, 2.40], [1.31, -2.18, -1.21], [-2.17, 0.01, 0.65]],
  "nbo_charge": [0.234, 0.202, 0.214, 0.204, 0.469, -0.853, -0.623, -0.597, 0.364, -0.019, 0.214, -0.621, 0.201, 0.205, 0.198, 0.173, -0.268, 0.221, -0.920, 0.202, 0.460, 0.340]
}



# 2
{
  "formula": "CH2N2O2S",
  "method": "wB97M-V/def2-TZVPD",
  "smiles": "O=C=NNOS",
  "total_charge": 0,
  "lumo_energy_ev": 0.1,
  "de_lowest_kcal_mol": 136.9,
  "gap_ha": 0.356,
  "species": ["N", "O", "O", "N", "H", "S", "H", "C"],
  "positions_angstrom": [[0.16, 0.74, 1.35], [-0.92, -0.17, 0.77], [2.45, -0.56, -0.99], [1.32, 0.58, 0.67], [-0.07, -2.06, -0.57], [-0.72, -0.85, -0.71], [0.02, 1.69, 1.15], [1.68, -0.14, -0.20]],
  "nbo_charge": [-0.121, -0.560, -0.522, -0.401, 0.105, 0.378, 0.352, 0.769]
}



# 3
{
  "formula": "C6H13NO",
  "method": "wB97M-V/def2-TZVPD",
  "smiles": "CN1CCC[C@H]1CO",
  "total_charge": 0,
  "lumo_energy_ev": 0.9,
  "de_lowest_kcal_mol": 35.9,
  "gap_ha": 0.353,
  "species": ["C", "C", "C", "H", "H", "C", "H", "H", "O", "H", "H", "C", "H", "H", "H", "H", "H", "C", "H", "H", "N"],
  "positions_angstrom": [[-0.24, -0.42, 1.47], [-0.66, 0.04, 0.09], [1.51, -0.84, -0.09], [-3.11, 1.09, 0.71], [1.14, -1.83, -0.40], [1.26, -0.67, 1.40], [-0.81, -1.28, 1.76], [2.55, -0.70, -0.34], [-2.34, 1.65, 0.90], [1.75, -1.52, 1.87], [-0.50, 0.32, 2.20], [0.44, -0.17, -2.13], [-1.52, 1.65, -1.00], [-0.48, 0.28, -2.50], [1.26, 0.30, -2.68], [1.71, 0.23, 1.79], [-0.51, 2.15, 0.42], [-1.22, 1.45, 0.01], [-1.31, -0.62, -0.46], [0.46, -1.25, -2.32], [0.63, 0.13, -0.71]],
  "nbo_charge": [-0.428, -0.077, -0.213, 0.464, 0.150, -0.408, 0.212, 0.203, -0.741, 0.214, 0.225, -0.418, 0.163, 0.195, 0.203, 0.205, 0.191, -0.051, 0.170, 0.169, -0.430]
}



# 4
{
  "formula": "C10H30O9PS5Tl",
  "method": "wB97M-V/def2-TZVPD",
  "total_charge": 0,
  "lumo_energy_ev": -3.2,
  "de_lowest_kcal_mol": 74.6,
  "gap_ha": 0.201,
  "species": ["H", "C", "C", "P", "C", "C", "H", "H", "S", "H", "H", "H", "Tl", "H", "H", "H", "S", "H", "H", "H", "H", "C", "H", "O", "H", "H", "C", "H", "H", "H", "O", "H", "H", "C", "S", "C", "O", "H", "C", "S", "O", "O", "H", "H", "H", "O", "H", "H", "O", "H", "H", "H", "C", "O", "O", "S"],
  "positions_angstrom": [[-1.09, -5.82, -5.84], [1.87, -5.35, -3.51], [-0.29, -0.49, 4.90], [3.63, -2.07, 1.00], [-5.42, 1.94, -0.15], [-0.56, -5.88, -4.88], [-5.24, 1.56, 0.86], [4.58, 2.91, -0.90], [-1.87, 0.20, 4.19], [1.30, -5.32, -2.58], [-6.42, 2.37, -0.15], [-3.49, 0.07, 5.94], [0.25, -0.58, -0.94], [4.53, 0.78, -4.94], [0.58, 0.11, 4.63], [-2.60, -1.57, 5.74], [0.53, 4.65, 1.04], [1.91, 4.88, 3.12], [0.81, 3.44, 3.21], [6.03, 1.01, -3.99], [-6.79, -1.43, -1.00], [-3.09, -0.70, 5.29], [-1.27, 6.37, 1.51], [-3.96, 0.02, -0.94], [2.23, 3.34, 2.33], [-0.16, -1.49, 4.48], [-6.62, -0.44, -0.56], [-1.28, -5.77, -4.07], [2.07, -6.39, -3.77], [-1.27, 4.95, 2.50], [4.87, -2.64, 1.82], [-3.82, -0.98, 4.53], [-7.58, 0.08, -0.64], [1.44, 4.05, 2.58], [-5.30, 0.60, -1.37], [4.95, 0.92, -3.95], [2.33, -2.96, 1.01], [-0.15, -6.89, -4.87], [-0.61, 5.68, 2.04], [0.74, -4.58, -4.74], [-0.32, 3.50, 0.49], [-1.97, -0.38, 2.75], [2.82, -4.85, -3.33], [5.21, 1.40, -1.30], [4.73, 0.05, -3.33], [0.21, -3.29, -4.17], [-0.36, -0.39, 5.98], [-6.38, -0.63, 0.49], [2.81, 1.96, -3.03], [6.14, 2.74, -1.81], [-0.13, 6.23, 2.85], [-4.70, 2.74, -0.35], [5.11, 2.40, -1.71], [3.01, -0.71, 1.43], [3.84, -1.79, -0.55], [4.19, 2.44, -3.37]],
  "nbo_charge": [0.239, -0.813, -0.792, 2.348, -0.810, -0.822, 0.239, 0.237, 1.132, 0.232, 0.214, 0.229, 0.957, 0.231, 0.241, 0.234, 1.205, 0.226, 0.230, 0.223, 0.238, -0.790, 0.238, -0.980, 0.244, 0.250, -0.812, 0.235, 0.227, 0.235, -1.001, 0.248, 0.221, -0.816, 1.215, -0.824, -0.746, 0.232, -0.826, 1.193, -0.960, -0.964, 0.256, 0.241, 0.256, -0.973, 0.219, 0.232, -0.995, 0.217, 0.228, 0.247, -0.814, -0.795, -0.793, 1.232]
}



# 5
{
  "formula": "C3H9NS",
  "method": "wB97M-V/def2-TZVPD",
  "smiles": "C=N.CCS",
  "total_charge": 0,
  "lumo_energy_ev": 0.8,
  "de_lowest_kcal_mol": 46.5,
  "gap_ha": 0.343,
  "species": ["H", "H", "H", "C", "H", "H", "C", "N", "H", "H", "S", "C", "H", "H"],
  "positions_angstrom": [[-1.24, 0.36, -1.11], [1.13, -3.08, -0.06], [-0.35, 2.65, 0.88], [0.11, -2.78, 0.28], [-1.49, -1.58, 0.08], [0.90, 1.65, 1.64], [0.73, 1.45, -0.57], [-0.49, -1.70, -0.22], [-0.62, 0.93, 1.15], [1.09, 0.47, -0.90], [-0.76, 1.33, -1.88], [0.14, 1.69, 0.85], [-0.39, -3.54, 0.95], [1.25, 2.14, -1.10]],
  "nbo_charge": [0.119, 0.177, 0.219, -0.044, 0.343, 0.213, -0.418, -0.629, 0.213, 0.233, -0.153, -0.632, 0.157, 0.204]
}